Here is C66H69BaF3N9O5P2Sb as an isolated structure at a distorted geometry from OMol25. Energies are from wB97M-V/def2-TZVPD.

Calculated values
Charge: 0
HOMO, eV: -8.33
Lowest unoccupied orbital energy, eV: -0.442
Orbital gap, eV: 7.9
Total energy, Ha: -4673.6388
Largest force on an atom, eV Å⁻¹: 4.14

Positions of all 156 atoms, in Å:
Ba  0.0518  0.2443  0.2666
C  -0.6534  -2.5925  3.8029
P  -0.6675  -2.5318  1.9757
C  0.6993  -3.8303  1.7085
N  0.5717  -4.9267  2.4093
C  1.5289  -5.8871  2.3130
C  1.3699  -7.1058  3.0324
C  2.3248  -8.0683  2.9427
C  3.4904  -7.8608  2.1439
C  3.6599  -6.6992  1.4597
C  2.6616  -5.6871  1.5304
N  2.8284  -4.5299  0.8373
C  1.8842  -3.6280  0.8866
P  2.2078  -2.0584  -0.1066
C  3.8927  -1.6879  0.5040
C  2.4397  -2.6906  -1.8288
C  2.5235  -1.4226  -2.6886
C  1.1745  -3.4689  -2.1971
C  3.6754  -3.5422  -2.0920
C  -2.2250  -3.4016  1.4779
C  -3.3631  -2.5643  2.0861
C  -2.3033  -3.3240  -0.0530
C  -2.4055  -4.8510  1.9126
H  -0.8008  -3.6078  4.1710
H  -1.4307  -1.9396  4.2010
H  0.3115  -2.2141  4.1398
H  0.4770  -7.2331  3.6320
H  2.2073  -9.0000  3.4823
H  4.2421  -8.6383  2.0878
H  4.5351  -6.5136  0.8493
H  4.5255  -2.5749  0.4711
H  3.8095  -1.3349  1.5322
H  4.3391  -0.8916  -0.0976
H  1.6190  -0.8074  -2.6308
H  2.6533  -1.6907  -3.7438
H  3.3740  -0.7972  -2.4016
H  0.2538  -2.8991  -2.0334
H  1.0952  -4.4041  -1.6358
H  1.2072  -3.7262  -3.2605
H  4.5973  -2.9827  -1.9088
H  3.6720  -3.8331  -3.1490
H  3.7074  -4.4463  -1.4831
H  -3.3169  -1.5041  1.8313
H  -3.3920  -2.6675  3.1730
H  -4.3153  -2.9309  1.6877
H  -2.1831  -2.3096  -0.4435
H  -3.2866  -3.6792  -0.3839
H  -1.5488  -3.9695  -0.5201
H  -2.2710  -4.9986  2.9866
H  -1.7215  -5.5283  1.3979
H  -3.4294  -5.1417  1.6563
C  -3.2041  2.4273  2.0735
C  -2.7538  2.2923  0.6323
C  -3.5273  3.2039  -0.3040
O  -1.3236  2.5750  0.5434
C  -2.9830  0.8450  0.1457
O  -4.0527  0.3279  0.4064
O  -1.9898  0.2985  -0.5157
H  -3.1495  3.4727  2.3916
H  -2.5739  1.8372  2.7421
H  -4.2286  2.0746  2.1726
H  -3.4578  4.2440  0.0305
H  -4.5771  2.9105  -0.3198
H  -3.1258  3.1438  -1.3181
H  -1.1656  3.4954  0.7867
C  -3.9900  -0.5996  -2.9025
C  -3.1411  -1.5583  -3.6720
N  -1.8262  -1.5694  -3.7134
C  -1.5003  -2.6204  -4.5657
C  -2.6148  -3.2294  -5.0341
N  -3.6689  -2.5415  -4.4648
C  -5.0686  -2.8706  -4.6095
N  -5.6582  -3.4565  -3.4271
N  -6.7724  -2.8823  -2.9068
N  -7.1615  -3.5566  -1.8834
C  -6.2712  -4.6129  -1.7208
C  -6.2666  -5.6303  -0.7569
C  -5.2668  -6.5668  -0.8431
C  -4.2791  -6.4962  -1.8618
C  -4.2726  -5.4992  -2.8058
C  -5.3117  -4.5542  -2.7036
H  -3.3936  0.2845  -2.6922
H  -4.3150  -1.0086  -1.9438
H  -4.8803  -0.3066  -3.4634
H  -0.4752  -2.8561  -4.8067
H  -2.7725  -4.0443  -5.7219
H  -5.1657  -3.5547  -5.4499
H  -5.6476  -1.9752  -4.8124
H  -7.0246  -5.6679  0.0153
H  -5.2216  -7.3727  -0.1227
H  -3.4998  -7.2481  -1.8886
H  -3.5020  -5.4416  -3.5622
O  1.7627  -0.5526  2.9037
C  1.9598  0.6531  2.7672
N  2.4059  1.5135  3.7401
C  2.7217  2.8264  3.1886
C  2.0771  2.6538  1.7827
O  1.9026  3.5775  1.0043
N  1.7120  1.3589  1.5833
C  2.0303  3.9587  3.9445
C  1.0855  3.6766  4.9229
C  0.3991  4.7050  5.5671
C  0.6483  6.0241  5.2279
C  1.5910  6.3115  4.2424
C  2.2767  5.2881  3.6078
C  4.2345  3.0204  3.0394
C  4.9808  3.5168  4.1050
C  6.3612  3.6386  4.0060
C  7.0116  3.2738  2.8331
C  6.2749  2.7824  1.7641
C  4.8948  2.6543  1.8682
H  2.8820  1.1303  4.5416
H  0.8736  2.6481  5.1788
H  -0.3298  4.4668  6.3322
H  0.1162  6.8258  5.7245
H  1.7917  7.3406  3.9700
H  3.0085  5.5195  2.8420
H  4.4805  3.8225  5.0178
H  6.9284  4.0281  4.8425
H  8.0865  3.3779  2.7512
H  6.7675  2.5077  0.8391
H  4.3439  2.2797  1.0129
F  7.2036  3.5827  -2.5250
C  5.8773  3.3915  -2.3470
C  5.1900  4.2443  -1.5110
C  3.8271  4.0348  -1.3194
C  3.1524  2.9912  -1.9646
C  3.8972  2.1663  -2.8143
C  5.2627  2.3496  -3.0077
Sb  1.0507  2.5606  -1.7007
C  0.7762  2.2033  -3.8101
C  1.3236  3.0136  -4.8183
C  1.1174  2.7296  -6.1598
C  0.3520  1.6235  -6.4905
F  0.1549  1.3499  -7.7992
C  -0.2139  0.8028  -5.5456
C  0.0081  1.1083  -4.2002
C  0.1772  4.5184  -1.7555
C  0.4647  5.5256  -0.8228
C  -0.1577  6.7699  -0.8927
C  -1.0801  6.9945  -1.8905
F  -1.6841  8.2003  -1.9619
C  -1.4147  6.0304  -2.8155
C  -0.7794  4.7964  -2.7403
H  5.7169  5.0475  -1.0116
H  3.3034  4.6934  -0.6376
H  3.4122  1.3640  -3.3583
H  5.8392  1.7102  -3.6638
H  1.9223  3.8802  -4.5578
H  1.5345  3.3434  -6.9478
H  -0.8149  -0.0470  -5.8430
H  -0.4638  0.4559  -3.4735
H  1.1608  5.3469  -0.0149
H  0.0642  7.5548  -0.1808
H  -2.1532  6.2457  -3.5770
H  -1.0463  4.0442  -3.4740

Forces on atoms 1 to 6 (eV/Å):
0.9865 -2.3131 0.6014
-0.0803 -0.0316 0.0851
0.7798 -0.4406 -0.0883
0.0376 0.3239 -0.0826
0.0219 -0.0142 -0.0716
-0.4654 -0.1926 0.4053